Density functional theory data (ωB97M-V/def2-TZVPD) for 2 unconnected molecules or ions with the total composition C9H14.

```
23
Properties=species:S:1:pos:R:3:forces:R:3
H 4.091619 1.394339 -0.833865 0.190 -0.032 0.092
C -2.916933 -2.554157 -0.091045 0.895 0.529 0.369
H 0.067840 -1.190030 -0.967543 0.237 -0.053 -0.087
H 1.531341 2.727784 1.556179 0.329 0.097 -0.236
H -4.645600 -3.840967 -0.477882 0.104 -0.004 0.500
H -3.049490 -2.000806 0.843546 -0.260 -0.391 0.131
C -0.499180 0.383080 0.326200 -0.007 -0.042 -0.089
C 1.680987 0.242034 -0.732243 -1.259 -1.064 0.046
H -2.272011 -1.870127 -0.651979 -0.288 -0.083 -0.400
C 3.619179 1.571982 0.131576 -0.262 0.524 -0.246
H -0.791405 2.278161 1.398261 -0.239 -0.417 0.344
C -0.119884 1.575255 0.925214 0.835 -0.171 -0.064
C 0.418411 -0.295666 -0.467454 -0.129 0.677 -0.342
H -1.476772 -0.069041 0.422368 -0.183 0.384 0.116
H 2.209089 -0.296650 -1.510190 0.729 0.344 0.252
H -4.973055 -2.137989 -0.551315 -0.021 0.127 -0.575
C -4.218569 -2.885878 -0.787341 -0.043 -0.710 -0.041
H -4.057982 -3.073793 -1.852250 -0.194 0.653 -0.054
H 3.832570 2.594173 0.449540 -0.040 0.021 -0.124
C 1.241353 1.916201 0.898821 -0.955 0.514 -0.223
H -2.273396 -3.410572 0.113383 -0.218 -0.159 0.052
C 2.134679 1.310292 0.029660 0.759 -0.581 0.705
H 4.060710 0.923036 0.888114 0.019 -0.163 -0.125
```
Forces are in eV/Å.

Values from the calculation:
- Charge: 0
- Structure (SMILES): Cc1ccccc1.CC
- Lowest unoccupied orbital energy: 1.1 eV
- ΔE to the lowest compared entry with this formula, charge and spin: 13.94 kcal per mole
- HOMO-LUMO gap: 10.1 eV